80
Properties=species:S:1:pos:R:3 method="wB97M-V/def2-TZVPD" total_charge=+4 molar_mass_g_mol=595.5 energy_ev=-128126.3482 homo_ev=-18.98 gap_ha=0.1805
Ti 1.0760 -1.4589 0.2717
C 1.1456 -2.4673 4.3886
C 0.3839 -2.3146 3.1251
O 0.8916 -1.6714 2.1165
N -0.8171 -2.8048 2.9819
C -1.6568 -2.5472 1.8062
C -1.3011 -3.3300 0.5564
C -1.9607 -4.5047 0.2517
C -1.7176 -5.1451 -0.9618
C -0.8334 -4.5693 -1.8665
C -0.1917 -3.4053 -1.5025
N -0.3961 -2.8066 -0.3084
H 2.1217 -1.9998 4.2993
H 1.2588 -3.5252 4.6388
H 0.5975 -2.0007 5.2116
H -1.2259 -3.3052 3.7655
H -1.6374 -1.4726 1.5978
H -2.6783 -2.7934 2.0882
H -2.6869 -4.9111 0.9445
H -2.2333 -6.0661 -1.2064
H -0.6503 -5.0078 -2.8387
H 0.4817 -2.9025 -2.1947
C 5.4551 -1.6023 -0.5650
C 4.2213 -0.7526 -0.3196
C 4.1300 0.4214 -1.2814
C 4.0727 -0.3217 1.1335
N 2.9673 -1.6095 -0.6449
N 2.7654 -2.8105 0.1144
H 6.3365 -1.0104 -0.3147
H 5.5486 -1.8924 -1.6129
H 5.4985 -2.4945 0.0649
H 5.0471 1.0063 -1.2106
H 3.2993 1.0891 -1.0455
H 4.0563 0.0906 -2.3204
H 4.8543 0.3961 1.3838
H 4.1889 -1.1428 1.8466
H 3.1195 0.1999 1.2986
H 2.9552 -1.8174 -1.6474
H 3.4530 -2.8637 0.8681
H 2.8045 -3.6550 -0.4561
C -0.7254 0.1201 -3.9355
C -1.6475 1.2078 -3.3940
C -2.9351 0.6684 -2.7757
C -2.7143 -0.0467 -1.4437
N -2.3987 0.8951 -0.3587
C -1.1965 1.2479 0.1143
Se 0.4887 0.6436 -0.5624
N -1.3021 2.2426 0.9982
C -0.2247 3.0128 1.6575
C 0.0004 4.3583 0.9745
C 0.6427 4.2539 -0.4061
C 2.1189 3.8757 -0.3644
C -2.6488 2.5719 1.1046
C -3.3010 3.5294 1.8807
C -4.6685 3.5970 1.7354
C -5.3693 2.7460 0.8573
C -4.7287 1.7948 0.0950
C -3.3436 1.7241 0.2391
H 0.1636 0.5484 -4.3969
H -1.2350 -0.4769 -4.6925
H -0.3885 -0.5683 -3.1458
H -1.9136 1.8836 -4.2070
H -1.1181 1.8412 -2.6681
H -3.4111 -0.0372 -3.4603
H -3.6553 1.4753 -2.6263
H -1.8839 -0.7519 -1.5137
H -3.6005 -0.5992 -1.1303
H 0.6760 2.3968 1.6479
H -0.5288 3.1290 2.6972
H 0.6377 4.9549 1.6313
H -0.9524 4.8877 0.9173
H 0.5464 5.2208 -0.9006
H 0.0710 3.5589 -1.0382
H 2.6883 4.6189 0.1944
H 2.5400 3.8265 -1.3688
H 2.2972 2.9082 0.1231
H -2.7731 4.1903 2.5543
H -5.2283 4.3253 2.3064
H -6.4432 2.8517 0.7832
H -5.2788 1.1524 -0.5790

89
Properties=species:S:1:pos:R:3 method="wB97M-V/def2-TZVPD" total_charge=0 molar_mass_g_mol=879.8 energy_ev=-128955.9485 homo_ev="-6.51 / -6.51" gap_ha="0.2126 / 0.2126"
Ir -0.0473 -0.2230 -0.1436
C -2.0875 -1.0678 2.7581
C -0.8706 -0.2694 3.0548
C -0.3821 0.1704 4.2887
C 0.7285 0.9408 3.9932
C 1.6396 1.6388 4.9385
N 0.8784 0.9475 2.6546
N -0.0891 0.2063 2.0925
B 1.8349 1.8104 1.8122
N 0.9817 2.6754 0.8740
N 0.1130 2.1526 -0.0094
C -0.5329 3.1556 -0.5933
C -1.6074 2.9740 -1.6052
C -0.0564 4.3668 -0.0796
C 0.9001 4.0208 0.8537
C 1.7147 4.9243 1.7083
N 2.7476 0.9031 0.9684
N 2.2589 -0.0504 0.1636
C 3.2836 -0.6950 -0.3862
C 3.1017 -1.8368 -1.3209
C 4.4750 -0.1316 0.0745
C 4.0924 0.8857 0.9322
C 4.9647 1.8333 1.6732
H -2.4058 -1.6278 3.6342
H -2.8933 -0.3969 2.4621
H -1.9069 -1.7413 1.9184
H -0.7923 -0.0364 5.2575
H 1.3877 1.3580 5.9576
H 2.6738 1.3662 4.7434
H 1.5502 2.7189 4.8360
H 2.4893 2.4954 2.5137
H -1.9031 1.9313 -1.6552
H -2.4777 3.5689 -1.3315
H -1.2721 3.3008 -2.5906
H -0.3735 5.3538 -0.3491
H 1.4723 5.9572 1.4737
H 1.5092 4.7459 2.7617
H 2.7771 4.7641 1.5375
H 2.1311 -1.7675 -1.8104
H 3.8981 -1.8383 -2.0609
H 3.1382 -2.7829 -0.7773
H 5.4722 -0.4226 -0.1817
H 6.0044 1.6415 1.4223
H 4.7257 2.8604 1.4082
H 4.8326 1.7248 2.7473
C 1.6641 0.4581 -3.6541
C 0.2048 0.2140 -3.5597
N -0.4371 -0.1118 -2.4588
C -1.7613 -0.2409 -2.7807
C -1.9167 0.0053 -4.1259
N -0.6566 0.2857 -4.5945
C -3.0726 0.0209 -5.0591
O -4.2589 -0.1357 -4.5369
O -2.8650 0.1868 -6.2431
C -2.7684 -0.6139 -1.7274
O -3.9603 -0.6941 -2.0691
O -2.3132 -0.8314 -0.5823
H 2.0563 0.6412 -2.6574
H 1.8669 1.3165 -4.2890
H 2.1767 -0.4055 -4.0798
H -0.4847 0.4939 -5.5674
H -4.2352 -0.3459 -3.5198
C -0.5083 -3.3636 -3.4181
Si -0.0584 -4.3471 -1.8450
C -1.3567 -5.7374 -1.6292
C 1.6360 -5.1842 -2.2081
As -0.0118 -2.8991 0.0242
Si 0.1210 -4.4064 1.8576
C -1.6156 -5.1179 2.2477
C 1.3111 -5.8800 1.5387
C 0.7636 -3.4641 3.3912
H -0.5672 -4.0014 -4.2945
H 0.2286 -2.5917 -3.6220
H -1.4728 -2.8789 -3.2996
H -1.4540 -6.3308 -2.5332
H -2.3343 -5.3206 -1.4046
H -1.0900 -6.4135 -0.8225
H 1.5229 -5.9901 -2.9269
H 2.0744 -5.6087 -1.3109
H 2.3497 -4.4789 -2.6221
H -1.9798 -5.7291 1.4273
H -2.3336 -4.3166 2.3981
H -1.6146 -5.7334 3.1422
H 0.9834 -6.4888 0.7025
H 1.3729 -6.5306 2.4054
H 2.3180 -5.5364 1.3208
H 0.0718 -2.6809 3.6809
H 1.7202 -2.9908 3.1851
H 0.8935 -4.1195 4.2473